Version 1
This record from the OMol25 dataset describes C3H3Cl3Si in the gas phase. The level of theory is ωB97M-V/def2-TZVPD.

```
10
Properties=species:S:1:pos:R:3:lowdin_charge:R:1
Cl 1.77 -0.92 1.87 0.3237
Si 1.67 0.06 0.08 -0.7427
Cl 2.61 -0.97 -1.34 0.3678
Cl 2.52 1.93 0.12 0.3041
C -0.13 0.28 -0.13 -0.2927
C -1.26 0.56 -0.72 -0.1379
C -1.57 -0.45 0.29 -0.1333
H -1.81 1.21 -1.50 0.1312
H -2.07 -0.18 1.29 0.0973
H -1.73 -1.53 0.05 0.0824
```

Output
structure (SMILES): Cl[Si](Cl)(Cl)C1=CC1
HOMO: -9.96 eV

***

Version 2
This record from the OMol25 dataset describes C3H3Cl3Si in the gas phase. The level of theory is ωB97M-V/def2-TZVPD.

```
10
Properties=species:S:1:pos:R:3:lowdin_charge:R:1
Cl -0.40 1.49 2.57 0.3511
Si 0.83 1.09 1.03 -0.6648
Cl 2.38 0.05 1.82 0.3049
Cl 1.73 2.54 -0.11 0.2890
C -0.15 0.01 -0.30 -0.3273
C -0.30 -0.41 -1.53 -0.0451
C -1.11 -1.15 -0.49 -0.1805
H -0.01 -0.40 -2.50 0.0574
H -2.30 -1.04 -0.38 0.1154
H -0.67 -2.16 -0.12 0.1000
```

Output
structure (SMILES): Cl[Si](Cl)(Cl)C1=CC1
HOMO: -9.69 eV

***

It is version 1 that is most stable; the runner-up trails by 5.7 kcal/mol.

***

Version 1
This record from the OMol25 dataset describes a molecular structure, CH4Br2Si. The level of theory is ωB97M-V/def2-TZVPD.

```
8
Properties=species:S:1:pos:R:3:lowdin_charge:R:1
C 0.78 0.18 -0.25 -1.5075
Si -0.95 -0.09 0.49 0.4975
Br 1.84 1.74 -0.07 0.5752
Br 1.81 -1.41 0.00 0.5035
H 0.43 -0.02 -2.22 0.1584
H -1.65 -1.34 0.86 -0.0722
H -1.55 0.63 -0.64 -0.0685
H -0.72 0.31 1.82 -0.0863
```

Output
HOMO (spin up / spin down): -9.48 / -8.92 eV

***

Version 2
This record from the OMol25 dataset describes CH4Br2Si in the gas phase. The level of theory is ωB97M-V/def2-TZVPD.

```
8
Properties=species:S:1:pos:R:3:lowdin_charge:R:1
Br 1.31 -0.18 -2.09 0.5042
C 0.86 0.33 -0.24 -0.8225
Si -0.85 -0.37 0.27 0.1381
Br -1.28 0.71 2.15 0.2639
H 1.82 0.03 0.32 0.0523
H 0.93 1.40 -0.35 -0.0190
H -0.61 -1.88 0.23 -0.0370
H -2.18 -0.04 -0.28 -0.0799
```

Output
structure (SMILES): BrC[SiH2]Br
HOMO: -10.26 eV

***

It is version 2 that is most stable; the runner-up trails by 127.8 kcal/mol.

***

Version 1
This record from the OMol25 dataset describes 16 unconnected molecules or ions with the total composition H31O16. The level of theory is ωB97M-V/def2-TZVPD.

```
47
Properties=species:S:1:pos:R:3:lowdin_charge:R:1
O 0.58 -1.69 -0.99 -0.3380
H 1.52 -1.73 -0.78 -0.0094
H 0.76 -3.31 -1.29 -0.0087
O -0.95 5.66 0.93 -0.0381
H -1.08 4.81 0.76 -0.0771
H 1.19 -0.21 -0.29 0.0653
O 3.42 -3.44 -0.70 -0.0105
H 2.43 -3.10 -0.58 0.0727
H 3.32 -3.70 -1.51 -0.0857
O 0.57 3.50 -1.32 -0.1111
H -0.23 3.03 -1.25 -0.0444
H 1.22 2.85 -1.78 0.0558
O -0.80 -1.43 3.60 -0.0496
H -0.50 -1.70 2.72 0.0053
H -0.34 -1.71 5.38 -0.0394
O -3.46 -0.03 4.80 0.0396
H -3.59 0.22 3.96 -0.0206
H -2.91 -0.72 4.82 -0.0472
O -0.76 2.35 -5.11 0.0433
H -1.40 2.35 -5.70 -0.0452
H -0.95 2.77 -4.31 0.0116
O -0.65 -2.52 0.99 -0.2154
H -0.07 -1.90 0.24 0.0292
H -1.09 -3.33 0.56 0.0479
O 1.87 0.15 0.44 -0.0535
H 1.89 -0.34 1.16 -0.0248
O -0.51 1.68 0.10 -0.0785
H -0.98 0.91 -0.37 0.0629
H 0.21 1.17 0.48 -0.0113
O 0.63 -4.32 -1.51 -0.1376
H -0.24 -4.27 -1.01 0.0361
H -0.06 -0.85 3.54 0.0357
O 0.40 -2.10 5.81 -0.0725
H -2.20 -0.05 -1.73 0.0697
H 0.88 -2.32 4.98 0.0409
O 1.08 1.14 -2.48 -0.0084
H 0.84 1.10 -3.35 -0.0113
H 0.52 0.45 -2.11 0.0138
O 1.81 2.66 1.52 -0.1067
H 0.92 2.47 1.76 -0.0161
H 2.19 2.08 0.74 0.0801
O -1.09 -1.74 -3.01 -0.0657
H -0.63 -1.91 -3.79 0.0185
H -0.47 -1.97 -2.25 0.0249
O -2.01 0.50 -2.55 -0.0959
H -0.43 5.97 0.11 0.0945
H -1.70 -0.12 -3.20 -0.0248
```

Output
charge: -1
HOMO: -7.53 eV

***

Version 2
This record from the OMol25 dataset describes a molecular structure, H31O16. The level of theory is ωB97M-V/def2-TZVPD.

```
47
Properties=species:S:1:pos:R:3:lowdin_charge:R:1
O -1.10 1.66 0.19 -0.0799
H -4.59 2.26 1.19 0.0305
H 1.46 0.55 1.63 0.0321
O 2.35 -1.98 3.79 -0.0428
H -0.46 1.06 -0.21 -0.0027
H -1.33 1.21 1.02 -0.0191
O -2.28 -0.11 1.77 -0.0644
H 3.09 -1.68 4.27 0.0005
H 2.80 -0.11 1.55 0.0025
O 2.30 0.54 2.09 -0.0767
H 3.11 2.29 4.77 0.0335
H 2.36 -1.66 2.88 -0.0100
O 2.27 2.29 4.31 -0.0590
H -1.81 -0.91 -2.53 0.0230
H 0.40 1.11 4.41 0.0106
O 4.53 -0.52 -0.86 -0.0882
H 4.72 -1.27 -1.43 0.0289
H 4.03 -0.97 -0.15 -0.0102
O -4.04 0.37 -1.65 -0.0655
H -3.25 0.91 -1.49 0.0233
H -3.88 -0.43 -1.13 0.0292
O -1.98 3.70 -3.96 -0.0517
H -2.08 2.75 -4.02 0.0233
H -1.79 -0.90 1.52 0.0360
O -0.08 -0.32 -5.80 -0.0763
H 0.53 -0.43 -5.05 0.0327
O -1.23 -2.99 -4.49 -0.0532
H -2.15 -2.74 -4.36 0.0327
H -1.02 -2.72 -5.38 0.0166
O 2.45 -1.66 0.59 -0.3085
H -2.07 -0.03 2.70 0.0342
H 2.47 2.11 3.39 0.0062
O -0.18 0.53 3.91 -0.0323
H 2.45 0.50 -0.48 -0.0096
H -0.33 -0.21 4.46 0.0252
O 0.18 -2.39 1.03 -0.2597
H 0.13 -2.33 1.98 -0.0479
H 1.23 -1.88 0.76 -0.0316
O -4.36 2.32 2.13 -0.0633
H -0.31 -0.89 -2.37 0.0450
H -4.02 1.42 2.23 0.0045
O -1.03 -0.42 -2.80 -0.0422
H -0.85 -0.30 -5.20 0.0101
H -2.70 4.19 -3.58 0.0267
O 1.68 0.64 -1.03 -0.0476
H 2.52 -2.50 1.07 0.0020
H 1.90 -0.04 -1.67 0.0330
```

Output
charge: -1
HOMO: -6.28 eV

***

It is version 2 that is most stable; the runner-up trails by 80.3 kcal/mol.

***

Version 1
This record from the OMol25 dataset describes a molecular structure, C26H28EuN2S2Si. The level of theory is ωB97M-V/def2-TZVPD.

```
60
Properties=species:S:1:pos:R:3:lowdin_spin:R:1
C 1.61 0.71 4.23 -0.0056
C 1.66 -0.52 3.50 -0.0052
C 2.48 -0.31 2.35 -0.0035
H 1.18 -1.46 3.80 0.0004
C 2.92 1.05 2.35 -0.0046
C 2.39 1.68 3.52 -0.0049
H 2.57 2.70 3.83 0.0007
H 1.10 0.85 5.18 0.0004
H 2.71 -1.06 1.59 0.0004
H 3.57 1.51 1.62 0.0006
Eu 0.23 1.25 1.82 7.0356
C 0.18 -0.42 -0.19 -0.0188
H 0.96 -0.28 -0.96 -0.0003
H -0.82 0.01 -0.40 0.0016
H 0.13 -1.45 0.18 -0.0002
Si -0.67 -1.58 -3.14 -0.0009
C -1.54 -3.11 -2.59 -0.0001
C -0.97 -3.95 -1.62 -0.0001
H 0.02 -3.72 -1.21 -0.0001
C -1.66 -5.09 -1.18 0.0000
H -1.22 -5.73 -0.42 0.0000
C -2.90 -5.42 -1.74 0.0000
H -3.44 -6.31 -1.40 0.0000
C -3.45 -4.61 -2.75 0.0000
H -4.40 -4.89 -3.21 0.0000
C -2.77 -3.46 -3.17 0.0000
H -3.18 -2.84 -3.97 0.0000
C 1.09 -1.94 -3.57 -0.0001
C 1.44 -3.18 -4.12 0.0000
H 0.67 -3.92 -4.36 0.0000
C 2.79 -3.49 -4.36 0.0000
H 3.05 -4.45 -4.79 0.0000
C 3.79 -2.55 -4.07 0.0000
H 4.84 -2.80 -4.24 0.0000
C 3.43 -1.28 -3.58 0.0000
H 4.21 -0.54 -3.38 0.0000
C 2.09 -0.96 -3.36 -0.0001
H 1.81 0.04 -3.01 0.0000
H -0.81 -0.47 -2.18 -0.0005
H -1.35 -0.95 -4.31 -0.0002
C 0.40 3.41 5.83 0.0002
C -0.70 3.63 4.85 0.0012
N -0.76 3.24 3.60 -0.0009
C -1.89 3.81 2.93 0.0007
C -2.68 4.58 3.77 0.0003
S -2.07 4.65 5.38 0.0004
C -2.06 3.71 1.51 0.0009
C -3.06 4.28 0.73 0.0005
S -2.74 4.10 -0.97 0.0013
C -1.26 3.24 -0.58 0.0035
N -1.04 3.13 0.72 -0.0063
C -0.27 2.85 -1.62 0.0020
H 0.33 4.21 6.57 0.0000
H 0.24 2.46 6.36 0.0001
H 1.38 3.45 5.35 0.0000
H -3.57 5.11 3.44 0.0001
H -3.91 4.81 1.13 0.0000
H -0.67 2.02 -2.23 0.0001
H -0.12 3.72 -2.29 0.0002
H 0.70 2.56 -1.17 0.0012
```

Output
2S+1: 8
HOMO (spin up / spin down): -5.67 / -5.73 eV

***

Version 2
This record from the OMol25 dataset describes a molecular structure, C26H28EuN2S2Si. The level of theory is ωB97M-V/def2-TZVPD.

```
60
Properties=species:S:1:pos:R:3:lowdin_spin:R:1
C 0.42 2.99 3.06 -0.0060
C 0.68 2.59 1.72 -0.0035
C -0.56 2.73 0.98 -0.0007
H 1.60 2.08 1.36 -0.0006
C -1.55 3.26 1.87 -0.0047
C -0.92 3.47 3.13 -0.0026
H -1.36 3.94 4.00 0.0002
H 1.17 2.98 3.85 -0.0004
H -0.74 2.46 -0.07 0.0032
H -2.57 3.52 1.60 0.0001
Eu -0.44 0.35 1.95 5.1076
C -0.32 -3.29 -1.93 0.0047
H -0.14 -4.38 -1.84 0.0010
H -0.44 -2.85 -0.94 0.0032
H 1.21 1.76 -0.56 0.0681
Si 0.93 1.23 -1.96 0.5288
C 1.85 0.02 -3.29 0.0434
C 2.76 0.97 -3.75 0.0542
H 2.70 1.99 -3.39 0.0334
C 3.76 0.64 -4.69 0.0063
H 4.49 1.41 -4.92 -0.0002
C 3.84 -0.65 -5.22 0.0024
H 4.65 -0.89 -5.89 0.0004
C 2.89 -1.60 -4.82 -0.0013
H 3.00 -2.62 -5.21 -0.0001
C 1.87 -1.25 -3.90 0.0030
H 1.14 -2.04 -3.74 0.0001
C -0.65 1.56 -2.87 0.0743
C -0.58 1.61 -4.29 0.0373
H 0.31 1.27 -4.80 0.0011
C -1.67 2.07 -5.02 -0.0052
H -1.57 2.21 -6.09 -0.0011
C -2.90 2.31 -4.41 0.0334
H -3.74 2.67 -4.99 0.0023
C -3.01 2.09 -3.04 -0.0034
H -3.97 2.23 -2.57 -0.0008
C -1.92 1.63 -2.27 0.0454
H -2.09 1.33 -1.24 0.0040
H 0.67 -2.86 -2.21 0.0010
H -1.16 -3.27 -2.59 0.0002
C 1.14 1.18 6.18 -0.0028
C 0.94 -0.25 5.76 -0.0116
N 0.40 -0.69 4.64 0.0021
C 0.34 -2.11 4.65 0.0363
C 0.93 -2.70 5.77 0.1181
S 1.52 -1.55 6.88 0.0684
C -0.37 -2.80 3.60 0.0797
C -0.51 -4.15 3.30 0.2738
S -1.60 -4.41 1.94 0.1947
C -1.83 -2.68 1.82 0.1363
N -1.14 -2.02 2.71 0.0023
C -2.80 -1.97 0.94 0.0271
H 1.52 1.20 7.20 0.0004
H 1.87 1.65 5.51 -0.0009
H 0.18 1.71 6.14 -0.0006
H 0.99 -3.77 5.89 0.0108
H -0.02 -4.96 3.84 0.0203
H -2.53 -2.03 -0.13 0.0071
H -3.79 -2.43 1.10 0.0097
H -2.91 -0.90 1.23 0.0006
```

Output
2S+1: 8
HOMO (spin up / spin down): -3.74 / -6.67 eV

***

It is version 1 that is most stable; the runner-up trails by 142.8 kcal/mol.

***

Version 1
This record from the OMol25 dataset describes 20 unconnected molecules or ions with the total composition H39O20. The level of theory is ωB97M-V/def2-TZVPD.

```
59
Properties=species:S:1:pos:R:3:lowdin_charge:R:1
O -0.59 -1.09 1.93 -0.0857
H -0.71 -1.92 1.43 0.0078
O 2.03 -1.35 2.08 -0.3503
H 0.35 -1.14 2.24 0.0051
H 2.70 -1.39 2.77 0.0159
O 2.33 -3.88 1.20 -0.0863
H 1.49 -4.34 1.32 0.0449
H 2.18 -3.08 1.78 0.0149
O -3.32 -1.63 -0.20 -0.0677
H -3.47 -1.63 -1.17 0.0563
H -3.28 -0.70 0.02 0.0088
O -0.13 1.59 -1.49 -0.0809
H -0.83 1.93 -2.06 0.0455
H -0.51 1.45 -0.57 0.0185
O -2.81 3.97 -3.49 -0.0928
H -3.40 3.20 -3.30 -0.0075
H -2.35 4.19 -2.67 0.0131
O -3.98 1.53 -2.81 -0.0684
H -4.51 1.54 -2.00 0.0162
H -3.32 0.84 -2.65 0.0361
O 2.91 -0.40 -0.10 -0.1248
H 3.76 -0.23 0.32 0.0376
H 2.47 -0.78 0.78 0.0276
O 1.21 -0.75 -2.51 -0.0928
H 1.87 -0.96 -1.84 0.0035
H 0.74 0.05 -2.14 0.0209
O 3.29 -3.16 -1.28 -0.0891
H 3.05 -3.53 -0.41 0.0020
H 3.41 -2.23 -1.04 0.0069
O 0.46 2.76 2.29 -0.0587
H 1.23 2.20 2.59 0.0245
H 0.16 3.14 3.11 0.0590
O 1.99 0.93 3.48 -0.1022
H 2.79 0.95 4.01 0.0470
H 1.77 0.19 2.83 0.0268
O -4.52 0.83 -0.27 -0.0741
H -5.26 0.71 0.31 0.0594
H -4.09 1.68 0.01 0.0188
O -1.29 -3.26 0.51 -0.0624
H -1.08 -2.97 -0.38 0.0478
H -2.18 -2.91 0.71 0.0268
O 0.98 -3.41 -2.56 -0.0875
H 1.50 -2.95 -3.22 0.0207
H 1.33 -3.24 -1.68 -0.0042
O 2.83 2.29 -0.05 -0.0863
H 1.87 2.31 0.06 0.0157
H 2.87 1.29 -0.03 -0.0091
O 4.48 1.19 2.18 -0.0716
H 4.93 1.85 2.72 0.0422
H 3.94 1.68 1.53 0.0099
O -1.57 -1.07 -2.66 -0.0622
H -0.74 -0.97 -2.17 -0.0017
H -1.21 -1.23 -3.55 0.0548
O -3.31 2.81 1.03 -0.0875
H -3.12 3.63 0.56 0.0515
H -2.50 2.22 0.91 0.0196
O -1.20 1.24 0.93 -0.1140
H -1.06 0.27 1.18 0.0373
H -0.56 1.76 1.49 0.0248
```

Output
charge: -1
HOMO: -7.26 eV

***

Version 2
This record from the OMol25 dataset describes 20 unconnected molecules or ions with the total composition H39O20. The level of theory is ωB97M-V/def2-TZVPD.

```
59
Properties=species:S:1:pos:R:3:lowdin_charge:R:1
O -2.52 0.03 0.07 -0.0742
H -2.48 0.77 0.68 0.0248
O -1.32 -0.41 -2.38 -0.2249
H -2.11 0.19 -0.85 0.0491
H -1.84 0.06 -2.99 -0.0191
O -2.14 2.09 -3.17 -0.0947
H -2.62 2.89 -3.47 0.0738
H -2.06 2.18 -2.16 0.0934
O -1.41 2.37 2.20 -0.1188
H -0.51 2.36 1.66 0.0513
H -1.21 2.11 3.10 -0.0158
O 1.66 -1.44 0.65 -0.1043
H 2.01 -1.39 1.58 0.0765
H 0.67 -1.64 0.79 0.0259
O 2.77 -1.32 4.08 -0.0282
H 2.59 -0.41 3.90 -0.0270
H 3.61 -1.53 4.37 0.0031
O 1.83 1.10 4.17 -0.0777
H 0.83 0.93 4.23 0.0394
H 1.88 1.44 3.27 0.0244
O 1.02 0.16 -2.73 -0.1698
H 1.17 -0.43 -3.43 0.0007
H -0.01 -0.29 -2.44 0.0471
O 2.66 0.73 -0.65 -0.1059
H 2.05 0.84 -1.52 0.0875
H 2.26 -0.05 -0.33 -0.0477
O 0.57 2.43 -3.48 -0.1403
H -0.39 2.32 -3.70 0.0196
H 1.01 1.55 -3.30 -0.0219
O -1.17 -3.60 -0.47 -0.1031
H -1.42 -3.22 -1.46 0.0105
H -1.47 -4.38 -0.17 -0.0386
O -1.84 -2.87 -2.69 -0.1583
H -1.30 -2.83 -3.55 0.0749
H -1.84 -1.78 -2.41 0.0710
O -0.86 0.69 4.29 -0.0202
H -1.48 0.44 4.93 0.0554
H -0.70 -0.08 3.75 0.0235
O -1.92 3.76 -0.08 -0.0210
H -1.13 3.38 -0.20 -0.0812
H -2.20 3.69 0.83 0.0109
O 0.72 3.82 -1.10 -0.1230
H 0.98 3.50 -2.03 0.0393
H 0.46 4.79 -1.28 0.0901
O 1.54 -3.53 -1.14 -0.0774
H 0.75 -3.93 -0.84 -0.0170
H 1.66 -2.74 -0.52 0.0350
O 0.71 -2.54 -3.51 -0.1284
H 1.33 -3.20 -3.89 0.0654
H 0.83 -2.55 -2.49 0.0582
O 1.07 2.05 1.12 -0.0602
H 1.65 1.56 0.40 0.0628
H 1.11 2.90 0.86 -0.0492
O -0.20 -2.03 3.82 -0.1085
H 0.77 -2.10 3.79 0.0127
H -0.54 -1.98 2.87 0.0071
O -0.80 -1.60 1.30 -0.1376
H -1.35 -0.88 0.82 0.0640
H -1.35 -2.37 0.89 0.0968
```

Output
charge: -1
HOMO: -6.97 eV

***

It is version 1 that is most stable; the runner-up trails by 36.6 kcal/mol.